[1]
C40H45AsIrO4P2S2 as an isolated structure in a non-equilibrium geometry. Source: the OMol25 dataset; level of theory: the ωB97M-V functional and the def2-TZVPD basis.

spin multiplicity: 2
ΔE to the lowest compared entry with this formula, charge and spin: 517.9 kJ/mol
lowest unoccupied orbital energy (alpha / beta): -1.3 / -1.3 eV
<S²>: 0.884
DFT total energy: -5671.352543 hartree
gap between HOMO and LUMO (alpha / beta): 5.33 / 5.24 eV
total charge: 0

Geometry as XYZ:
```
95
Properties=species:S:1:pos:R:3:mulliken_charge:R:1
Ir 0.872 0.692 0.119 2.886
As -1.032 -3.476 0.574 0.388
S 0.960 0.619 2.402 -0.567
S 3.246 0.397 0.068 -0.506
P -0.642 2.505 0.057 -0.033
P 3.677 0.414 2.145 0.121
O 1.215 -0.154 -2.350 -0.626
O -1.127 -0.584 -0.735 -0.175
O 5.272 0.624 2.130 -0.300
O 3.718 -1.155 2.555 -0.255
C -2.056 -4.160 -4.116 -0.408
C -0.723 5.174 1.017 -0.254
C -4.405 2.534 2.709 -0.658
C -3.145 2.322 3.247 -0.808
C -2.425 -7.626 -1.130 -0.639
C -1.824 3.620 -2.268 -0.281
C -3.439 2.686 0.512 -0.679
C -2.214 -6.719 -0.109 -0.257
C -3.235 -3.904 -3.429 -0.882
C -1.501 2.612 -4.434 -0.711
C 7.487 0.254 1.311 -1.323
C -1.346 -8.160 -1.816 -0.412
C -0.687 1.650 -3.902 -0.926
C -2.158 -2.117 -2.217 1.100
C -2.172 -1.043 -1.224 -0.323
C -0.008 4.187 0.350 0.721
C -4.548 2.716 1.343 -0.486
C -2.035 2.316 2.424 -0.637
C -0.927 -6.334 0.256 0.492
C 1.682 5.800 -0.225 -0.760
C 3.188 -3.096 3.825 -1.559
C 1.202 4.506 -0.263 -0.462
C -3.293 -2.890 -2.496 -0.567
C -2.053 3.623 -3.634 -0.761
C -2.170 2.502 1.051 1.008
C -0.968 -2.409 -2.897 0.258
C -0.403 1.653 -2.510 0.066
C 6.183 -0.396 1.727 0.026
C 2.634 -1.895 3.076 0.104
C -0.922 -3.414 -3.840 -1.156
C 0.493 0.738 -1.950 -0.388
C -3.513 -0.492 -0.816 -1.214
C -0.736 -5.318 1.322 -1.480
C 0.960 6.785 0.434 -0.525
C 0.826 -3.187 0.009 -0.606
C 0.147 -6.876 -0.441 -0.219
C -0.929 -2.554 2.316 -0.778
C -1.051 2.626 -1.694 0.345
C -0.061 -7.782 -1.467 -0.694
C -0.236 6.469 1.057 -0.739
H -1.659 4.933 1.499 0.339
H 6.341 -1.079 2.566 0.229
H -3.368 0.358 -0.156 -0.346
H 3.805 -2.766 4.658 0.394
H 1.997 -2.222 2.250 0.148
H 1.008 -3.632 -0.968 0.390
H -3.059 -6.298 0.423 0.344
H 1.752 3.723 -0.773 0.326
H -0.244 -3.046 3.004 0.312
H -4.116 -4.502 -3.620 0.425
H 3.799 -3.708 3.166 0.373
H 0.786 -8.195 -1.996 0.391
H 1.029 -2.117 -0.063 -0.235
H -3.558 2.805 -0.553 0.482
H 7.326 0.895 0.448 0.283
H 7.872 0.859 2.126 0.319
H 1.156 -6.590 -0.172 0.357
H -0.090 -1.819 -2.687 0.587
H -5.273 2.553 3.353 0.378
H 0.267 -5.367 1.748 0.487
H -1.915 -2.523 2.780 0.465
H -1.462 -5.463 2.126 0.579
H -3.021 2.165 4.308 0.442
H 1.515 -3.638 0.725 0.515
H -2.027 -4.942 -4.860 0.429
H -3.434 -7.915 -1.391 0.394
H 8.216 -0.514 1.065 0.391
H -1.510 -8.867 -2.617 0.397
H -5.530 2.888 0.924 0.422
H -2.653 4.399 -4.085 0.443
H 1.329 7.799 0.460 0.381
H -0.599 -1.526 2.165 -0.142
H -1.717 2.595 -5.492 0.425
H 2.366 -3.696 4.210 0.406
H -2.246 4.397 -1.643 0.625
H -0.246 0.884 -4.522 0.548
H -4.093 -0.193 -1.686 0.416
H -1.054 2.147 2.842 0.456
H -4.073 -1.254 -0.276 0.490
H 0.004 -3.620 -4.356 0.463
H -0.800 7.240 1.563 0.426
H 2.042 -1.268 3.751 0.429
H 5.756 -0.962 0.895 0.333
H -4.214 -2.709 -1.964 0.392
H 2.610 6.048 -0.719 0.431
```



[2]
C40H45Br2N3O3PdSbTe as an isolated structure in a non-equilibrium geometry. Source: the OMol25 dataset; level of theory: the ωB97M-V functional and the def2-TZVPD basis.

spin multiplicity: 4
lowest unoccupied orbital energy (alpha / beta): 0.3 / -0.9 eV
<S²>: 3.784
DFT total energy: -7725.322494 hartree
gap between HOMO and LUMO (alpha / beta): 5.68 / 7.48 eV
total charge: 0

Geometry as XYZ:
```
96
Properties=species:S:1:pos:R:3:mulliken_charge:R:1
Te -1.477 -0.732 -1.193 0.544
Sb 3.282 1.824 -1.080 1.062
Pd 1.205 0.537 -0.026 0.522
Br 4.415 -1.323 5.636 -0.188
Br -0.527 4.622 5.326 -0.184
O -0.984 0.639 -3.493 -0.617
O 3.796 -0.804 -1.593 -0.838
O 1.580 -0.995 -1.539 0.541
N 2.510 0.115 1.627 1.354
N -0.613 1.050 -1.238 0.667
N 0.619 2.134 1.563 0.936
C 2.779 -5.468 -3.409 -0.640
C 2.197 0.791 2.826 0.047
C 3.005 3.975 -0.882 -1.334
C 4.145 1.718 -2.990 -1.280
C -0.238 -1.388 2.915 -0.876
C -5.623 -1.759 -1.552 -1.046
C -3.643 -2.700 -0.250 -1.420
C -1.723 0.462 3.044 -0.623
C -0.012 3.619 3.748 -0.310
C -4.306 -1.664 -1.133 0.365
C -0.552 -1.551 1.590 1.150
C 0.179 2.599 -2.920 -1.248
C 4.011 -1.377 2.808 -1.052
C 2.706 0.243 4.018 -0.580
C 1.593 -4.710 -3.318 -0.532
C 0.056 -2.739 0.938 -1.872
C -3.044 1.300 1.184 -1.369
C 1.543 -3.419 -2.846 -0.355
C -0.439 -0.154 5.107 -1.371
C -3.621 1.865 -2.366 -1.368
C -4.236 0.559 -2.025 1.600
C -1.310 -0.547 0.941 0.996
C -6.266 -0.757 -2.218 0.488
C -0.506 1.328 -2.571 0.280
C 0.955 2.704 3.870 -0.807
C 3.993 -4.822 -3.036 -0.580
C 4.930 1.827 0.216 -1.293
C 3.961 -3.493 -2.588 -0.517
C -5.555 0.399 -2.405 -0.857
C 2.747 -1.413 -1.851 -0.001
C -7.676 -0.980 -2.665 -1.593
C 2.750 -2.793 -2.451 0.395
C -1.993 0.396 1.723 0.412
C 3.359 -0.954 1.645 -0.816
C 3.591 -0.771 4.020 -0.429
C -0.330 3.050 1.485 -1.240
C -0.784 -0.371 3.671 0.851
C -3.576 -0.516 -1.462 0.208
C 1.261 1.860 2.741 -0.279
C -0.662 3.897 2.503 -0.970
H 4.763 2.629 -3.152 0.370
H -4.303 -3.571 -0.146 0.443
H -1.360 4.721 2.431 0.474
H 1.126 2.450 -3.412 0.167
H 0.423 -2.059 3.481 0.279
H 1.414 2.491 4.836 0.870
H 4.719 0.813 -2.912 0.415
H -2.640 1.983 0.409 -0.095
H 2.630 4.426 -1.836 0.347
H 0.624 -2.875 -2.728 0.524
H -2.698 -3.072 -0.654 0.169
H 4.624 -2.277 2.774 0.397
H 0.635 -5.094 -3.612 0.401
H 4.842 -2.953 -2.263 0.428
H 2.173 4.197 -0.183 0.267
H 0.863 -2.481 0.274 0.175
H 0.338 3.266 -2.042 -0.024
H -6.033 1.286 -2.848 0.344
H -3.388 -2.303 0.745 0.343
H -0.766 3.073 0.545 0.814
H 3.909 4.489 -0.562 0.486
H -3.928 0.860 0.728 0.403
H -2.953 2.224 -1.577 0.066
H 0.258 -0.955 5.429 0.340
H -6.157 -2.688 -1.313 0.270
H -7.755 -0.985 -3.781 0.306
H -8.047 -1.942 -2.366 0.365
H -1.368 -0.219 5.732 0.428
H -0.725 -3.330 0.424 0.197
H 5.547 2.768 0.043 0.388
H 5.512 0.916 0.218 0.383
H -2.162 1.236 3.651 0.448
H 2.465 0.613 4.984 0.600
H -0.467 3.211 -3.599 0.419
H 3.505 -1.452 0.694 0.294
H 0.087 0.811 5.173 0.183
H 4.866 -5.415 -3.038 0.438
H 4.549 1.982 1.247 0.306
H -2.964 1.790 -3.238 0.300
H -8.343 -0.189 -2.343 0.352
H 0.423 -3.424 1.703 0.468
H 2.758 -6.518 -3.624 0.402
H 3.338 1.621 -3.733 0.340
H -4.388 2.635 -2.589 0.406
H -3.419 1.997 1.988 0.374
```



[3]
A 4-piece molecular cluster, C40H45BrFNOS overall. Source: the OMol25 dataset; level of theory: the ωB97M-V functional and the def2-TZVPD basis.

spin multiplicity: 1
structure (SMILES): COCCCCc1ccc2c(c1)Nc1cc(C[C@H](C)Br)cc([C@H](C)F)c1S2.c1ccccc1.c1ccccc1.c1ccccc1
lowest unoccupied orbital energy: 0.5 eV
DFT total energy: -4753.285049 hartree
gap between HOMO and LUMO: 8.20 eV
total charge: 0

Geometry as XYZ:
```
90
Properties=species:S:1:pos:R:3:mulliken_charge:R:1
Br 7.345 -0.342 1.940 -0.155
S 1.001 -2.307 1.763 -0.448
F 1.346 -0.776 4.504 -0.379
O -2.173 4.753 -2.306 -0.430
N 1.851 -1.047 -0.734 -0.338
C -7.725 5.870 -4.842 -0.379
C -2.304 -1.286 -0.329 -0.498
C -7.219 6.337 -3.637 -0.461
C -3.232 1.177 -2.229 -0.682
C -2.187 2.290 -2.380 -0.138
C 3.165 -3.401 9.566 -0.396
C -6.862 5.388 -5.816 -0.391
C 6.878 0.580 -0.702 -1.347
C 3.999 0.310 2.564 -0.840
C -2.788 -4.033 -6.114 -0.374
C -5.850 6.322 -3.407 -0.374
C -2.765 5.200 -1.104 -0.750
C 3.610 0.327 0.218 -0.913
C 4.349 0.766 1.304 0.172
C 3.548 -4.968 7.784 -0.345
C 5.051 -4.888 9.659 -0.372
C -3.730 -4.491 -5.203 -0.414
C -2.339 -3.746 -3.390 -0.247
C -0.393 -0.654 -1.623 -0.118
C -0.093 -1.659 0.540 0.875
C 4.677 -5.437 8.440 -0.385
C -2.687 -0.218 -2.573 -1.728
C 2.258 -1.064 1.648 0.512
C -1.472 -1.728 0.688 -0.705
C -1.622 -3.430 -5.662 -0.556
C 2.963 -0.590 2.755 0.778
C 0.449 -1.112 -0.616 0.020
C 5.496 1.720 1.126 -1.479
C -1.775 -0.740 -1.496 0.161
C 4.294 -3.870 10.222 -0.363
C -1.398 -3.286 -4.300 -0.163
C -3.506 -4.346 -3.841 -0.470
C 2.577 -0.586 0.382 0.629
C -5.493 5.372 -5.585 -0.386
C 2.686 -1.044 4.167 -0.362
C 6.834 1.092 0.723 0.210
C -4.986 5.840 -4.381 -0.282
C -2.772 3.616 -2.891 -0.758
C 2.792 -3.949 8.347 -0.375
C 2.964 -2.520 4.424 -1.103
H -0.490 -2.815 -3.944 0.385
H -4.242 -4.701 -3.130 0.384
H 3.825 0.698 -0.778 0.384
H 5.933 -5.253 10.169 0.355
H -3.919 5.830 -4.200 0.452
H -2.962 -4.147 -7.176 0.365
H 3.279 -0.420 4.838 0.469
H -3.747 4.746 -0.946 0.344
H -1.721 2.497 -1.413 0.253
H -3.379 -1.360 -0.209 0.472
H 3.214 -2.657 5.477 0.302
H -3.511 -0.916 -2.727 0.448
H -4.120 1.390 -2.828 0.561
H -4.821 4.993 -6.344 0.369
H 3.258 -5.395 6.833 0.385
H -7.891 6.712 -2.876 0.362
H 2.574 -2.608 10.006 0.361
H -5.454 6.687 -2.467 0.374
H 7.606 1.847 0.859 0.384
H -2.128 4.970 -0.246 0.281
H -3.856 3.627 -2.740 0.507
H 7.863 0.174 -0.931 0.402
H 2.128 -0.564 -1.577 0.263
H 2.066 -3.092 4.200 0.382
H 6.689 1.408 -1.390 0.330
H 5.651 2.293 2.040 0.411
H -7.257 5.023 -6.756 0.362
H -4.639 -4.961 -5.556 0.368
H 3.799 -2.860 3.813 0.354
H 5.267 -6.232 8.001 0.359
H -2.162 -3.628 -2.328 0.370
H -1.887 -2.146 1.596 0.436
H -1.376 1.966 -3.036 0.214
H 4.585 -3.442 11.173 0.354
H -2.592 3.699 -3.965 0.252
H -2.117 -0.142 -3.503 0.457
H -8.792 5.884 -5.022 0.359
H 4.562 0.667 3.419 0.290
H -2.892 6.283 -1.154 0.255
H -3.564 1.154 -1.187 0.324
H 1.913 -3.579 7.834 0.425
H 0.035 -0.225 -2.524 0.207
H 6.142 -0.206 -0.873 0.355
H 5.247 2.434 0.335 0.445
H -0.888 -3.072 -6.373 0.378
```



Question: Among the records above, which one has the lowest spin multiplicity?
Answer: C40H45BrFNOS